(1)
Here is a gas-phase ion, C4H11N2O (charge -1) from the Open Molecules 2025 dataset. Energies are from ωB97M-V/def2-TZVPD.

Properties
Structure (SMILES) = NCC[C@H](N)C[O-]
E_HOMO = -2.4 eV
Total charge = -1
E_LUMO = 4.1 eV
HOMO-LUMO gap = 6.6 eV

Each line ends with the Mulliken charge.
Atoms and positions in Å:
N -0.5014 -2.2747 1.8029  -0.676
C 0.0678 -1.6680 0.5865  -0.521
C 0.0947 -0.1518 0.5611  -0.682
C 0.0532 0.4761 -0.8376  0.297
N 1.3917 0.6396 -1.3676  -0.830
C -0.6766 1.8391 -0.7640  -0.788
O 0.0308 2.7348 -0.0215  -0.898
H -1.4035 -1.8520 2.0112  0.245
H 0.1039 -2.1073 2.6060  0.256
H -0.5071 -2.0737 -0.2564  0.359
H 1.0705 -2.0925 0.4567  0.281
H 0.9776 0.2921 1.0139  0.115
H -0.7528 0.2306 1.1294  0.376
H -0.5025 -0.1834 -1.5278  0.322
H 1.3258 0.8997 -2.3430  0.276
H 1.7641 1.4492 -0.8691  0.319
H -0.8281 2.1971 -1.8206  0.309
H -1.7083 1.6451 -0.3600  0.243



(2)
Here is a gas-phase ion, C4H11N2O (charge -1) from the Open Molecules 2025 dataset. Energies are from ωB97M-V/def2-TZVPD.

Properties
Structure (SMILES) = C[C@H](N)CNC[O-]
E_HOMO = -2.8 eV
Total charge = -1
E_LUMO = 4.1 eV
HOMO-LUMO gap = 6.9 eV

Each line ends with the Mulliken charge.
Atoms and positions in Å:
C 1.7030 1.0135 0.4477  -1.464
C 0.8215 -0.1725 0.8358  0.600
N 1.0070 -1.3098 -0.0509  -0.542
C -0.6930 0.0613 0.9208  -1.070
N -1.3456 0.7402 -0.2376  -0.467
C -1.8860 -0.2705 -1.2122  -0.453
O -0.9174 -0.8283 -1.9798  -0.936
H 1.3085 2.0122 0.6583  0.297
H 2.6514 1.0043 1.0000  0.363
H 1.8543 1.0033 -0.6311  0.343
H 1.0998 -0.5874 1.8314  0.235
H 0.3522 -1.3661 -0.8458  0.282
H 1.9104 -1.7394 -0.1529  0.109
H -1.2193 -0.8772 0.8599  0.597
H -0.8701 0.7229 1.7895  0.257
H -0.6504 1.2654 -0.7547  0.239
H -2.6037 0.2390 -1.8928  0.314
H -2.5227 -0.9110 -0.5854  0.297



(3)
Here is a gas-phase ion, C4H11N2O (charge -1) from the Open Molecules 2025 dataset. Energies are from ωB97M-V/def2-TZVPD.

Properties
Structure (SMILES) = NCNCCC[O-]
E_HOMO = -2.3 eV
Total charge = -1
E_LUMO = 3.9 eV
HOMO-LUMO gap = 6.2 eV

Each line ends with the Mulliken charge.
Atoms and positions in Å:
N 2.9893 -0.8810 -0.1788  -0.680
C 1.8751 0.0710 -0.3772  -0.483
N 0.7478 -0.1017 0.5432  -0.505
C -0.2415 0.9520 0.3852  -0.427
C -1.6501 0.4233 0.6386  -0.739
C -2.2368 -0.3448 -0.5658  -0.264
O -3.4362 -0.9347 -0.2995  -0.892
H 3.2235 -0.8613 0.8390  0.290
H 2.6135 -1.7907 -0.3169  0.260
H 2.2499 1.0248 -0.2022  0.365
H 1.4573 -0.0051 -1.4609  0.348
H 0.2860 -0.9887 0.4108  0.329
H 0.0579 1.7541 1.0713  0.287
H -0.1778 1.3519 -0.6274  0.306
H -2.3367 1.2418 0.8708  0.345
H -1.7006 -0.2469 1.5532  0.259
H -1.4217 -1.0961 -0.8988  0.057
H -2.2990 0.4321 -1.3845  0.142



(4)
Here is C4H11N2O in the gas phase from the Open Molecules 2025 dataset. Energies are from ωB97M-V/def2-TZVPD.

Properties
E_HOMO (alpha / beta) = -2.1 / -9.2 eV
Total charge = 0
E_LUMO (alpha / beta) = 0.2 / 0.2 eV
HOMO-LUMO gap (alpha / beta) = 2.2 / 9.4 eV
⟨S²⟩ = 0.75
2S+1 = 2

Each line ends with the Mulliken spin population.
Atoms and positions in Å:
C 1.3766 0.2353 -0.6746  0.075
C 0.7137 -1.0306 0.2540  0.714
C -0.6097 -0.7519 0.9547  0.257
C -1.2381 0.5426 0.5816  0.236
N -1.6647 1.3089 1.5986  0.160
O -1.3595 0.9143 -0.5737  0.143
N 0.7930 0.0263 -2.0147  0.110
H 2.3899 0.1156 -0.6026  -0.003
H 0.9840 1.1698 -0.3011  -0.073
H 1.3848 -1.3131 1.2123  -0.099
H 0.7437 -1.9573 -0.2295  -0.184
H -0.5268 -0.8334 2.0568  -0.044
H -1.2865 -1.6367 0.7615  -0.174
H -1.9636 2.2780 1.3374  -0.004
H -1.7799 0.9726 2.6724  -0.014
H -0.2189 0.4741 -2.0338  0.009
H 1.4564 0.4735 -2.6718  -0.144
H 0.8055 -0.9882 -2.3276  0.035



(5)
Here is 2 unconnected molecules or ions with the total composition C4H11N2O from the Open Molecules 2025 dataset. Energies are from ωB97M-V/def2-TZVPD.

Properties
E_HOMO (alpha / beta) = -7.7 / -7.7 eV
Total charge = 0
E_LUMO (alpha / beta) = 0.4 / -2.6 eV
HOMO-LUMO gap (alpha / beta) = 8.1 / 5.1 eV
⟨S²⟩ = 0.76
2S+1 = 2

Each line ends with the Mulliken spin population.
Atoms and positions in Å:
C 0.7067 0.8298 0.6105  -0.005
N -0.1458 -0.3598 0.8852  0.020
C 2.1570 0.2546 0.4360  0.002
C 2.4416 -0.6550 -0.7039  0.006
N 2.3310 1.5830 0.4426  0.001
C -3.4350 -0.0854 -0.3657  -0.022
O -2.6573 0.6520 0.5216  0.896
H 0.4068 1.5353 1.3402  0.001
H 0.3574 1.1745 -0.3418  -0.003
H -1.1363 0.0091 0.6873  -0.001
H -0.0674 -0.9942 0.0132  -0.001
H 2.4586 -0.2896 1.3844  -0.003
H 3.4262 -0.3416 -1.1819  -0.002
H 1.6266 -0.5160 -1.4572  0.000
H 2.4847 -1.7404 -0.4793  0.000
H -4.4967 -0.1497 0.0384  0.054
H -3.1280 -1.1893 -0.4235  -0.005
H -3.3300 0.2828 -1.4063  0.061



(6)
Here is a gas-phase ion, C4H11N2O (charge +1) from the Open Molecules 2025 dataset. Energies are from ωB97M-V/def2-TZVPD.

Properties
Structure (SMILES) = [NH3+]CCNCC=O
E_HOMO = -13.8 eV
Total charge = +1
E_LUMO = -3.1 eV
HOMO-LUMO gap = 10.7 eV

Each line ends with the Mulliken charge.
Atoms and positions in Å:
N -0.3362 -1.7438 -0.6440  -0.169
C 0.9796 -1.3144 -0.1646  -0.730
C 1.2274 0.1880 -0.4246  -0.565
N 0.0195 0.9644 -0.6732  -0.381
C -0.5126 1.6530 0.5025  -0.567
C -1.6044 0.9283 1.2682  0.040
O -1.7611 -0.2718 1.2447  -0.584
H -0.4628 -1.3540 -1.5825  0.380
H -1.1487 -1.3127 -0.1384  0.276
H -0.4661 -2.7479 -0.7654  0.392
H 1.1842 -1.5307 0.8833  0.333
H 1.7501 -1.9463 -0.6419  0.396
H 1.8769 0.2879 -1.2865  0.418
H 1.9129 0.6678 0.3007  0.377
H 0.1452 1.5964 -1.4480  0.252
H 0.3303 1.8656 1.1915  0.321
H -0.9443 2.6146 0.3042  0.436
H -2.1901 1.4555 2.0741  0.377



(7)
Here is 2 unconnected molecules or ions with the total composition C4H11N2O from the Open Molecules 2025 dataset. Energies are from ωB97M-V/def2-TZVPD.

Properties
E_HOMO = -13.9 eV
Total charge = +1
E_LUMO = -4.9 eV
HOMO-LUMO gap = 9.0 eV

Each line ends with the Mulliken charge.
Atoms and positions in Å:
C 1.7536 -0.8944 1.5800  -0.744
C 1.9836 -0.6045 -0.8198  -0.060
N 1.2848 -0.5531 0.2334  0.170
H 1.0624 -1.6059 2.0208  0.324
H 1.7701 0.0109 2.1777  0.326
H 2.7479 -1.3296 1.5212  0.305
H 2.9993 -0.9766 -0.7908  0.260
H 1.5238 -0.2779 -1.7457  0.244
H 0.3288 -0.1669 0.1140  0.256
C -2.2550 -0.4307 -0.9574  0.008
N -1.1875 0.4935 -0.8601  -0.390
C -1.4035 1.5730 0.1285  -0.971
O -3.0174 -0.6415 -0.0673  -0.425
H -2.2298 -0.9987 -1.9015  0.349
H -1.0262 0.8862 -1.7869  0.281
H -2.2900 2.1598 -0.0933  0.375
H -0.5286 2.2197 0.1297  0.354
H -1.5164 1.1368 1.1175  0.337



(8)
Here is a gas-phase ion, C4H11N2O (charge +1) from the Open Molecules 2025 dataset. Energies are from ωB97M-V/def2-TZVPD.

Properties
Structure (SMILES) = CN(C)C(=O)C[NH3+]
E_HOMO = -13.4 eV
Total charge = +1
E_LUMO = -3.8 eV
HOMO-LUMO gap = 9.6 eV

Each line ends with the Mulliken charge.
Atoms and positions in Å:
C -1.5494 -0.6153 1.0977  -1.060
N -0.8331 -0.5332 -0.1622  0.112
C -1.4004 -1.0787 -1.3619  -0.903
C 0.0655 0.4746 -0.3292  0.524
O 0.2380 0.9617 -1.4451  -0.623
C 1.0351 0.8970 0.7130  -0.656
N 2.4070 0.9083 0.0219  -0.304
H -2.5611 -0.9863 0.9980  0.392
H -1.0883 -1.3308 1.8016  0.336
H -1.5679 0.3278 1.6332  0.384
H -2.0260 -1.9280 -1.0661  0.363
H -2.0719 -0.5029 -2.0149  0.344
H -0.7153 -1.3644 -2.1553  0.332
H 0.9667 1.9154 1.1001  0.332
H 1.0582 0.2748 1.6065  0.378
H 2.3758 1.4611 -0.8423  0.352
H 2.5315 -0.0627 -0.2732  0.349
H 3.1355 1.1815 0.6780  0.346



(9)
Here is a gas-phase ion, C4H11N2O (charge +1) from the Open Molecules 2025 dataset. Energies are from ωB97M-V/def2-TZVPD.

Properties
Structure (SMILES) = CC(=[NH2+])OCCN
E_HOMO = -14.4 eV
Total charge = +1
E_LUMO = -3.2 eV
HOMO-LUMO gap = 11.2 eV

Each line ends with the Mulliken charge.
Atoms and positions in Å:
C -1.1942 -0.6798 -1.1676  -1.304
C -1.0518 0.2785 0.0795  0.957
N -1.9284 0.3729 1.0357  -0.294
O -0.2619 1.3240 0.0457  -0.400
C 0.9650 1.1545 -0.4955  -0.454
C 1.7927 0.0689 0.3816  -0.448
N 0.8053 -0.8979 0.7637  -0.480
H -0.2209 -0.9567 -1.5562  0.412
H -1.5007 0.0463 -1.8945  0.411
H -1.8826 -1.4871 -0.8189  0.386
H -2.7912 -0.0653 1.0968  0.231
H -1.6288 0.9415 1.7530  0.215
H 1.4676 2.0693 -0.6436  0.426
H 0.8840 0.5642 -1.5178  0.182
H 2.6129 -0.3451 -0.1786  0.335
H 2.1341 0.5739 1.2950  0.360
H 0.7249 -1.6875 0.1270  0.224
H 1.0742 -1.2745 1.6947  0.243



(10)
Here is 2 unconnected molecules or ions with the total composition C4H11N2O from the Open Molecules 2025 dataset. Energies are from ωB97M-V/def2-TZVPD.

Properties
E_HOMO (alpha / beta) = -12.3 / -12.2 eV
Total charge = +1
E_LUMO (alpha / beta) = -4.3 / -4.3 eV
HOMO-LUMO gap (alpha / beta) = 8.0 / 7.9 eV

Each line ends with the Mulliken charge.
Atoms and positions in Å:
C 1.6353 2.0278 -1.7570  -0.164
C -0.7531 -0.7895 0.8522  0.986
C 0.4523 -1.5471 0.4167  -1.176
C -0.6576 0.1637 1.8993  -1.463
N -0.1580 0.6439 -1.5810  -0.470
N -1.9051 -1.0020 0.2772  -0.297
O 0.7058 1.4934 -1.1234  -0.030
H 2.2195 2.6699 -1.1791  0.291
H 1.9801 1.6098 -2.6978  0.240
H 0.3711 -2.2608 -0.3768  0.405
H 1.0878 -2.1343 1.1364  0.361
H 1.2272 -0.8555 0.0139  0.233
H -1.2011 1.0362 2.0221  0.543
H 0.3534 0.4710 1.9812  0.323
H -0.9746 -0.3774 2.8152  0.411
H 0.0719 0.3655 -2.5151  0.170
H -2.5705 -0.2410 0.5398  0.306
H -1.8845 -1.2735 -0.7239  0.332



(11)
Here is a gas-phase ion, C4H11N2O (charge +1) from the Open Molecules 2025 dataset. Energies are from ωB97M-V/def2-TZVPD.

Properties
Structure (SMILES) = NC[C@H]([NH3+])CC=O
E_HOMO = -13.9 eV
Total charge = +1
E_LUMO = -3.1 eV
HOMO-LUMO gap = 10.7 eV

Each line ends with the Mulliken charge.
Atoms and positions in Å:
N -1.3085 -1.1730 2.1026  -0.529
C -0.1296 -1.2459 1.2445  -0.653
C 0.0360 0.0134 0.4582  -0.021
N -1.2063 0.0994 -0.4954  -0.324
C 1.3236 0.0154 -0.3681  -0.902
C 1.3953 1.0504 -1.4664  0.088
O 0.4571 1.7237 -1.8330  -0.511
H -1.4268 -2.0127 2.6261  0.236
H -1.3435 -0.3517 2.7052  0.204
H 0.7767 -1.4447 1.8246  0.379
H -0.2715 -2.1029 0.5833  0.363
H -0.0788 0.9657 0.9891  0.420
H -1.1369 1.0277 -0.9132  0.368
H -1.1720 -0.5786 -1.2311  0.319
H -2.0346 0.0237 0.0996  0.388
H 1.4437 -0.9581 -0.8608  0.353
H 2.1860 0.1749 0.2777  0.429
H 2.3663 1.2089 -1.9653  0.394



(12)
Here is a gas-phase ion, C4H11N2O (charge +1) from the Open Molecules 2025 dataset. Energies are from ωB97M-V/def2-TZVPD.

Properties
Structure (SMILES) = CC(C)OC(N)=[NH2+]
E_HOMO = -15.2 eV
Total charge = +1
E_LUMO = -3.2 eV
HOMO-LUMO gap = 12.0 eV

Each line ends with the Mulliken charge.
Atoms and positions in Å:
C -1.2285 -0.9695 0.6852  -1.309
C -0.9640 0.1129 -0.3164  0.367
C -2.4038 1.0039 -0.3378  -1.399
O 0.4596 0.6402 -0.0393  -0.386
C 1.6696 0.1066 -0.0936  0.751
N 2.1417 -1.1051 -0.5935  -0.391
N 2.6260 0.9813 0.3007  -0.514
H -0.5289 -1.7926 0.4892  0.360
H -0.9672 -0.6478 1.6869  0.369
H -2.3308 -1.1513 0.6457  0.401
H -0.8523 -0.2729 -1.2627  0.330
H -3.1125 0.5219 -1.0369  0.386
H -2.1224 1.9750 -0.4527  0.398
H -2.8321 0.8510 0.5438  0.488
H 3.1819 -1.0408 -0.4936  0.255
H 1.5586 -1.7957 -1.2167  0.317
H 3.4889 0.6620 0.8159  0.279
H 2.2162 1.9209 0.6759  0.298



(13)
Here is 2 unconnected molecules or ions with the total composition C4H11N2O from the Open Molecules 2025 dataset. Energies are from ωB97M-V/def2-TZVPD.

Properties
E_HOMO (alpha / beta) = -8.2 / -13.8 eV
Total charge = +1
E_LUMO (alpha / beta) = -3.3 / -6.7 eV
HOMO-LUMO gap (alpha / beta) = 4.9 / 7.0 eV
⟨S²⟩ = 2.01
2S+1 = 3

Each line ends with the Mulliken spin population.
Atoms and positions in Å:
C 1.8249 1.5115 0.2616  0.020
C 0.5830 0.6842 0.7947  -0.019
C 2.4984 0.5828 -0.6679  -0.012
C 0.3471 -0.2252 -0.3724  0.622
N -3.2054 -1.3707 -0.0704  0.009
N 1.3918 -0.2545 -1.1928  0.727
O -0.7242 -0.8223 -0.6042  0.552
H 1.1971 2.3217 -0.0443  0.006
H 2.4802 1.7656 1.0166  -0.004
H 1.0019 0.1136 1.7516  0.074
H -0.1939 1.2933 1.1766  0.007
H 2.9286 1.1190 -1.4377  0.029
H 3.3126 0.1191 -0.1588  0.040
H -3.5260 -2.1493 0.5371  0.001
H -3.1668 -1.6612 -1.0827  0.005
H -3.9602 -0.6908 0.1520  0.000
H 1.4349 -0.8800 -2.0436  -0.039
H -2.1917 -1.1393 -0.0575  -0.018



Relative energy (zero: lowest compared OMol25 entry of this formula, charge and spin) readings, ordered: 0.754, 1.082, 1.302, 3.389, 6.526, 1.865, 2.060, 1.859, 2.172, 6.401, 1.375, 3.096, 0.816 eV
Maximum force readings, ordered: 1.11, 2.37, 2.93, 6.21, 4.14, 2.07, 0.79, 2.67, 5.83, 2.96, 1.92, 5.28, 6.60 eV/A